1.
Computed, not measured: a structure of composition C11H12Cl3NO4Pt, with the ωB97M-V functional and the def2-TZVPD basis.

Last column: Mulliken charge in e.
Geometry (Å):
Pt -0.315 -0.929 0.120  0.638
N -1.762 0.407 0.675  -0.564
C -2.263 0.313 2.075  -0.504
C -2.121 -1.116 2.563  -0.789
C -0.678 -1.308 2.963  0.757
O -0.329 -1.356 4.117  -0.613
O 0.203 -1.394 1.959  -0.597
H -1.542 1.363 0.431  0.315
H -2.446 0.030 -0.007  0.418
H -3.289 0.674 2.126  0.377
H -1.652 0.965 2.696  0.387
H -2.408 -1.795 1.756  0.364
H -2.749 -1.310 3.427  0.319
Cl 4.582 -1.532 -1.079  -0.149
C 2.861 -1.704 -1.359  -0.176
Cl 1.977 -0.150 -1.121  -0.127
H 2.466 -2.423 -0.660  0.254
H 2.699 -2.005 -2.382  0.281
Cl -3.811 -4.220 -7.024  -0.211
C -3.325 -3.341 -5.601  0.447
C -4.282 -2.671 -4.858  -0.712
C -3.889 -1.983 -3.720  -0.213
C -2.556 -1.962 -3.332  -0.101
C -1.610 -2.637 -4.095  -0.214
C -1.989 -3.330 -5.235  -0.720
C -2.187 -1.245 -2.067  0.933
O -3.060 -0.718 -1.380  -0.850
O -0.908 -1.263 -1.792  -0.609
H -5.319 -2.693 -5.168  0.405
H -4.616 -1.453 -3.118  0.423
H -0.572 -2.614 -3.792  0.427
H -1.262 -3.859 -5.837  0.404

**Net charge**: 0
**Highest occupied orbital energy**: -9.018 eV
**Gap between HOMO and LUMO**: 7.905 eV
**LUMO**: -1.11 eV
**Energy**: -62095.7318 eV
**Energy relative to the best compared isomer or geometry (same formula, charge and spin)**: 152.3 kJ/mol

2.
Computed, not measured: the ion C5H13N2O with charge +1, with the ωB97M-V functional and the def2-TZVPD basis.

Last column: Mulliken charge in e.
Geometry (Å):
N 0.535 2.995 -1.333  -0.405
C 0.305 2.209 -0.224  -0.102
C 0.002 0.915 -0.185  -0.114
N -0.091 0.074 -1.395  -0.144
C -0.348 0.192 1.077  -0.963
C 0.510 -1.068 1.383  -0.567
C -0.232 -2.373 1.226  -0.575
O -0.646 -2.497 -0.146  -0.564
H 0.375 2.611 -2.238  0.139
H 0.985 3.886 -1.223  0.219
H 0.225 2.795 0.642  0.412
H 0.844 -0.116 -1.750  0.364
H -0.508 -0.855 -1.121  0.242
H -0.621 0.516 -2.136  0.401
H -1.375 -0.164 0.982  0.407
H -0.360 0.788 1.989  0.423
H 1.293 -1.098 0.610  0.319
H 1.124 -1.068 2.271  0.442
H -1.134 -2.365 1.823  0.355
H 0.328 -3.226 1.565  0.407
H -1.174 -3.290 -0.271  0.304

**Net charge**: +1
**SMILES string**: N/C=C(\[NH3+])CCCO
**Highest occupied orbital energy**: -12.578 eV
**Gap between HOMO and LUMO**: 9.368 eV
**LUMO**: -3.21 eV
**Energy**: -10416.5892 eV
**Energy relative to the best compared isomer or geometry (same formula, charge and spin)**: 155.0 kJ/mol

3.
Computed, not measured: an isolated molecule of FI3Si, with the ωB97M-V functional and the def2-TZVPD basis.

Last column: Mulliken charge in e.
Geometry (Å):
F -1.639 0.008 0.160  -0.129
Si -0.093 0.166 -0.130  0.215
I -0.094 1.516 -2.045  0.084
I 0.678 -2.747 0.135  -0.184
I 1.148 1.057 1.880  0.014

**Net charge**: 0
**SMILES string**: F[Si](I)(I)I
**Highest occupied orbital energy**: -9.429 eV
**Gap between HOMO and LUMO**: 7.198 eV
**LUMO**: -2.23 eV
**Energy**: -34900.4873 eV
**Energy relative to the best compared isomer or geometry (same formula, charge and spin)**: 0.0 kJ/mol

4.
Computed, not measured: a cluster of 7 separate species, C22H59N2O7 in total, with the ωB97M-V functional and the def2-TZVPD basis.

Last column: Mulliken charge in e.
Geometry (Å):
N -0.455 1.614 1.384  0.013
C -1.345 0.460 1.631  -0.634
N -1.021 -0.735 0.919  -0.145
C 0.338 -0.866 0.542  0.619
C 0.508 -2.114 -0.317  -0.663
C -0.251 -2.005 -1.628  -0.460
O 0.590 -1.592 -2.727  -0.438
H -0.084 2.029 2.223  0.059
H -0.934 2.344 0.882  0.162
H -2.359 0.757 1.328  0.129
H -1.417 0.307 2.730  0.195
H 0.729 -0.023 -0.066  -0.084
H 1.046 -0.971 1.395  -0.690
H 0.138 -2.962 0.258  0.235
H 1.557 -2.270 -0.574  0.365
H -0.672 -2.960 -1.932  0.194
H -1.070 -1.303 -1.490  0.236
H 1.052 -0.805 -2.431  0.288
C 2.468 5.014 1.506  -1.405
C 1.021 4.983 1.034  1.234
C 0.659 6.221 0.229  -1.498
O 0.139 4.821 2.140  -0.527
H 2.637 5.874 2.162  0.377
H 2.703 4.111 2.068  0.247
H 3.158 5.088 0.663  0.361
H 0.858 4.101 0.415  -0.123
H 0.769 7.121 0.844  0.437
H -0.377 6.160 -0.103  0.295
H 1.301 6.327 -0.647  0.347
H 0.249 5.574 2.729  0.309
C -1.562 2.407 -3.346  -1.264
C -0.720 3.358 -2.505  0.391
C 0.718 3.390 -2.998  -0.857
O -0.757 2.971 -1.142  -0.435
H -1.158 1.393 -3.282  0.167
H -2.587 2.380 -2.978  0.325
H -1.573 2.707 -4.397  0.430
H -1.159 4.358 -2.543  0.225
H 1.154 2.391 -2.903  0.021
H 1.326 4.077 -2.408  0.134
H 0.773 3.687 -4.048  0.478
H -0.334 2.104 -1.049  0.224
C 1.612 -0.514 -6.082  -1.286
C 2.525 0.423 -5.307  0.569
C 3.953 0.396 -5.832  -1.434
O 2.494 0.115 -3.916  -0.504
H 1.963 -1.546 -5.987  0.312
H 0.598 -0.471 -5.686  0.279
H 1.588 -0.258 -7.143  0.442
H 2.136 1.441 -5.373  0.161
H 4.371 -0.610 -5.730  0.362
H 4.582 1.081 -5.264  0.338
H 3.993 0.675 -6.886  0.387
H 2.822 -0.784 -3.803  0.332
C 3.005 1.147 5.516  -1.392
C 1.532 1.049 5.145  0.367
C 1.214 -0.246 4.413  -0.997
O 1.128 2.177 4.375  -0.477
H 3.619 1.128 4.611  0.325
H 3.209 2.080 6.044  0.339
H 3.310 0.312 6.149  0.394
H 0.929 1.110 6.053  0.338
H 1.774 -0.301 3.476  0.235
H 0.157 -0.297 4.155  0.067
H 1.472 -1.117 5.019  0.473
H 1.621 2.160 3.547  0.211
C -5.314 -1.630 0.875  -1.127
C -5.074 -1.875 2.360  0.339
C -5.358 -0.624 3.182  -1.150
O -3.755 -2.338 2.580  -0.563
H -4.633 -0.856 0.513  0.225
H -5.114 -2.537 0.306  0.286
H -6.342 -1.311 0.683  0.382
H -5.724 -2.685 2.703  0.305
H -4.686 0.181 2.875  0.221
H -5.186 -0.819 4.241  0.291
H -6.388 -0.282 3.051  0.382
H -3.146 -1.653 2.257  0.273
C -0.164 -7.414 1.297  -1.280
C 0.460 -6.776 0.066  0.372
C -0.538 -5.920 -0.692  -1.079
O 1.036 -7.777 -0.782  -0.564
H -0.990 -8.070 1.003  0.315
H 0.571 -8.015 1.833  0.318
H -0.559 -6.656 1.973  0.360
H 1.304 -6.157 0.372  0.260
H -1.370 -6.535 -1.049  0.438
H -0.067 -5.455 -1.558  0.249
H -0.941 -5.131 -0.058  0.294
H 0.315 -8.336 -1.090  0.338

**Net charge**: -1
**Highest occupied orbital energy**: -1.776 eV
**Gap between HOMO and LUMO**: 4.406 eV
**LUMO**: 2.63 eV
**Energy**: -41082.5808 eV

5.
Computed, not measured: a structure of composition C14H10IrN2O6S3, with the ωB97M-V functional and the def2-TZVPD basis.

Last column: Löwdin spin population.
Geometry (Å):
Ir -1.285 -0.746 -2.475  2.081
O -2.812 -1.406 3.169  0.002
S -2.688 -2.373 4.264  0.000
O -3.719 -2.486 5.250  0.000
O -1.384 -2.978 4.464  0.000
C -0.337 0.619 0.294  0.085
C -0.505 0.831 1.761  0.366
C -0.692 2.040 2.327  0.233
C -0.771 3.222 1.566  0.260
C -0.676 3.180 0.177  0.264
C -0.746 1.884 -0.355  0.488
S -1.118 1.891 -2.077  0.042
O 0.074 1.126 -2.597  0.151
O -1.341 3.261 -2.569  0.054
O -2.363 0.907 -2.369  0.284
H -0.377 -0.054 2.400  0.008
H -1.001 2.067 3.344  0.004
H -0.848 4.133 2.062  0.009
H -0.730 4.092 -0.432  0.006
S 3.216 -1.838 -2.688  0.030
C 1.539 -1.802 -3.109  0.034
N 0.726 -1.233 -2.214  0.155
C 1.492 -0.659 -1.131  0.012
C 1.090 0.121 0.026  0.057
C 2.054 0.290 1.039  0.027
C 3.409 -0.062 0.859  0.004
C 3.776 -0.712 -0.229  0.007
C 2.826 -1.119 -1.156  0.011
H 1.112 -2.350 -3.942  0.003
H -0.972 -0.225 -0.067  0.020
H 1.683 0.773 1.909  0.008
H 4.094 0.186 1.699  0.000
H 4.788 -1.052 -0.377  0.001
N -2.630 -3.419 -2.725  0.180
C -2.163 -2.344 -2.411  0.106
H -2.722 -3.762 -3.685  0.006

**Net charge**: +2
**Highest occupied orbital energy (spin up / spin down)**: -14.627 / -15.736 eV
**Gap between HOMO and LUMO (spin up / spin down)**: 7.200 / 4.192 eV
**<S²>**: 8.78
**LUMO (spin up / spin down)**: -7.43 / -11.54 eV
**Energy**: -65263.0831 eV
**2S+1**: 6

Listing maximum force for the structures above in their given order: 1.1, 2.2, 3.1, 0.6, 6.6 eV/Å.